The molecule C8H10N2O2 at a distorted geometry. Source: the Open Molecules 2025 dataset; level of theory: ωB97M-V with the def2-TZVPD basis set.

Structure (XYZ):
```
22
Properties=species:S:1:pos:R:3:forces:R:3
H 0.4481 2.2173 -0.3912 5.456 -0.345 -1.363
N -0.4528 2.1906 -0.2171 -6.098 -0.392 1.056
C -1.1000 1.0599 -0.2247 0.494 3.687 1.148
C -2.4860 1.1125 0.2329 -0.584 1.524 0.528
C -3.1841 -0.0246 0.3415 -3.374 -1.117 0.583
C -2.6070 -1.2862 0.0063 3.408 1.381 -0.704
C -1.2713 -1.2632 -0.3583 -1.666 -1.535 0.560
N -0.5382 -0.1454 -0.4694 0.357 -0.770 -0.503
C 0.8730 -0.2401 -0.8139 -2.088 5.787 -1.898
C 1.7073 -0.0681 0.3587 3.347 -8.842 -2.310
C 3.2147 -0.0220 -0.0061 0.006 1.170 -1.703
O 3.6202 0.1965 -1.1583 -1.074 -0.945 3.327
O 4.0801 -0.0713 1.0293 -0.789 -0.742 2.403
H -2.8794 2.1569 0.5725 0.861 -2.211 -0.910
H -4.3142 -0.1166 0.6821 2.500 0.773 -0.563
H -3.0139 -2.2379 0.0965 -1.167 -1.187 0.223
H -0.6971 -2.1738 -0.5021 -0.261 -0.027 -0.154
H 1.0472 0.4477 -1.7616 -0.059 -0.254 2.382
H 1.0351 -1.0464 -1.3269 0.782 -5.439 -2.142
H 1.4124 -1.0463 1.0326 1.244 2.081 -1.284
H 1.4251 0.6417 0.8937 -2.082 6.724 4.712
H 3.6808 -0.2813 1.9835 0.787 0.678 -3.387
```
Positions in Å, forces in eV/Å.

Computed properties:
- LUMO (eV) = 0.18
- ΔE to the lowest compared entry with this formula, charge and spin (eV) = 3.460
- HOMO-LUMO gap (eV) = 7.961


The molecule C5H7NO2 at a distorted geometry. Source: the Open Molecules 2025 dataset; level of theory: ωB97M-V with the def2-TZVPD basis set.

Structure (XYZ):
```
15
Properties=species:S:1:pos:R:3:forces:R:3
C 0.8413 2.0117 -0.1429 0.621 -1.702 1.807
C 1.1275 0.7046 -0.0886 -1.211 -0.795 -1.130
C 2.3082 -0.3011 0.0069 0.615 -1.004 0.587
O 3.4931 -0.3480 0.2845 -1.692 0.620 -0.598
N 1.4216 -1.3520 -0.2862 2.124 -1.073 0.382
C 0.2292 -0.5537 -0.4016 -1.121 0.423 -1.669
C -0.9774 -0.7971 0.5455 1.699 -0.765 3.570
O -2.1303 -0.2439 0.0311 -1.077 -0.154 -0.520
H -0.1767 2.3782 -0.1069 0.001 -0.038 -0.589
H 1.6010 2.6316 0.2800 0.466 0.846 -0.381
H 1.7067 -2.3632 -0.4845 -0.978 2.187 0.397
H -0.1647 -0.5252 -1.4785 0.328 -0.005 1.404
H -0.6758 -0.3235 1.5724 -0.517 -0.374 -1.604
H -1.1745 -1.8915 0.9724 0.422 1.889 -1.846
H -2.2339 0.6942 0.2073 0.321 -0.054 0.190
```
Positions in Å, forces in eV/Å.

Computed properties:
- LUMO (eV) = 0.43
- ΔE to the lowest compared entry with this formula, charge and spin (eV) = 2.303
- HOMO-LUMO gap (eV) = 10.264


A cluster of 2 separate species, C4H12NO2PS in total at a distorted geometry. Source: the Open Molecules 2025 dataset; level of theory: ωB97M-V with the def2-TZVPD basis set.

Structure (XYZ):
```
21
Properties=species:S:1:pos:R:3:forces:R:3
C 1.6938 -1.1497 -2.6978 1.079 -0.376 -1.287
C -0.9575 1.2320 3.6832 0.732 -1.336 -2.579
C 0.7752 0.0179 -3.1310 -3.211 -4.867 0.138
C 0.2101 -0.4231 2.2492 0.478 1.451 1.740
N 0.2582 1.4619 -1.2761 0.092 -0.748 0.275
O -0.7801 -0.1408 3.1748 -0.575 0.008 -0.927
O -0.2020 0.4093 -2.0760 2.143 0.884 -1.771
P -1.4878 -0.5931 -0.2176 -1.197 -0.688 -0.165
S -0.2538 1.0835 0.2598 -0.408 0.529 -0.051
H 2.0390 -1.7940 -3.5785 -0.564 1.332 0.477
H 2.6439 -0.7976 -2.2895 -0.278 -0.172 0.604
H 1.2038 -1.9396 -2.1374 -0.179 0.486 0.754
H -1.6402 1.0453 4.4988 0.233 0.721 0.399
H -1.3489 1.9305 2.8771 0.104 -0.967 1.026
H 0.0803 1.4893 3.8321 0.069 0.919 1.144
H 0.0210 -0.5822 -3.7921 1.233 1.658 0.529
H 1.3221 0.7188 -3.6927 0.096 1.646 -0.141
H 1.2275 -0.0413 2.5547 -0.939 -0.325 -0.526
H 0.1393 -1.4507 1.9494 0.058 -0.337 -0.229
H -2.3731 -0.3647 0.8534 0.274 -0.058 0.605
H -2.5707 -0.1118 -1.0439 0.762 0.240 -0.015
```
Positions in Å, forces in eV/Å.

Computed properties:
- LUMO (alpha / beta) (eV) = 0.34 / 0.33
- ΔE to the lowest compared entry with this formula, charge and spin (eV) = 8.874
- HOMO-LUMO gap (alpha / beta) (eV) = 7.702 / 7.870


Number 1: DFT total energy -15530.5483 eV. Number 2: DFT total energy -10881.3148 eV. Number 3: DFT total energy -30044.5960 eV.